Record 1
{"formula": "C24H57Br2IN2O20P5", "method": "wB97M-V/def2-TZVPD", "species": ["C", "C", "C", "C", "N", "C", "N", "I", "C", "C", "Br", "C", "C", "Br", "H", "H", "H", "H", "H", "H", "H", "H", "H", "H", "H", "H", "C", "O", "P", "O", "O", "C", "O", "C", "H", "H", "H", "H", "H", "H", "H", "H", "H", "C", "O", "P", "O", "O", "C", "O", "C", "H", "H", "H", "H", "H", "H", "H", "H", "H", "C", "O", "P", "O", "O", "C", "O", "C", "H", "H", "H", "H", "H", "H", "H", "H", "H", "C", "O", "P", "O", "O", "C", "O", "C", "H", "H", "H", "H", "H", "H", "H", "H", "H", "C", "O", "P", "O", "O", "C", "O", "C", "H", "H", "H", "H", "H", "H", "H", "H", "H"], "xyz": [[-0.540, -1.585, 6.278], [0.607, -1.918, 6.333], [1.993, -2.246, 6.018], [2.646, -0.865, 5.814], [2.435, 0.105, 6.884], [1.979, -0.404, 4.483], [1.444, -1.703, 3.798], [2.248, -1.805, 1.830], [2.170, -2.771, 4.572], [1.834, -4.170, 4.255], [-0.008, -4.601, 4.183], [2.789, -5.084, 4.016], [4.268, -4.787, 4.026], [2.374, -6.876, 3.614], [-1.517, -1.157, 6.238], [2.445, -2.918, 6.741], [3.725, -0.943, 5.657], [3.238, 0.721, 6.908], [2.443, -0.373, 7.779], [2.666, 0.038, 3.780], [1.102, 0.197, 4.697], [0.430, -1.798, 3.742], [3.204, -2.515, 4.371], [4.452, -3.991, 3.301], [4.573, -4.391, 4.992], [4.856, -5.648, 3.744], [-4.940, 2.851, 3.085], [-4.416, 1.521, 3.235], [-2.866, 1.262, 3.023], [-1.984, 2.338, 3.465], [-2.725, 0.846, 1.498], [-2.778, 1.879, 0.498], [-2.612, -0.126, 3.736], [-3.283, -1.301, 3.238], [-5.866, 2.901, 3.651], [-4.241, 3.589, 3.474], [-5.152, 3.054, 2.036], [-2.342, 2.806, 0.869], [-3.813, 2.046, 0.199], [-2.214, 1.544, -0.368], [-4.228, -1.051, 2.762], [-3.473, -1.958, 4.083], [-2.640, -1.808, 2.519], [9.511, -2.419, 1.542], [8.235, -2.088, 0.967], [7.200, -3.246, 0.636], [7.191, -4.360, 1.579], [7.451, -3.628, -0.883], [8.573, -4.460, -1.219], [5.833, -2.468, 0.548], [5.625, -1.461, -0.454], [9.874, -1.536, 2.059], [9.415, -3.238, 2.253], [10.217, -2.688, 0.758], [8.776, -5.181, -0.428], [9.450, -3.839, -1.396], [8.325, -4.992, -2.133], [6.550, -0.980, -0.766], [4.963, -0.703, -0.036], [5.148, -1.916, -1.321], [-4.282, 3.249, -5.901], [-3.971, 2.250, -4.913], [-2.603, 2.327, -4.109], [-2.141, 3.681, -3.813], [-1.579, 1.422, -4.923], [-0.991, 1.950, -6.118], [-2.895, 1.445, -2.844], [-3.185, 0.042, -2.990], [-5.362, 3.268, -6.016], [-3.943, 4.234, -5.585], [-3.826, 2.987, -6.856], [-0.839, 3.027, -6.039], [-1.627, 1.725, -6.974], [-0.028, 1.464, -6.255], [-3.642, -0.174, -3.954], [-3.875, -0.241, -2.199], [-2.265, -0.530, -2.886], [-3.666, 5.832, -2.699], [-4.928, 6.450, -2.375], [-5.509, 7.559, -3.355], [-5.232, 7.327, -4.770], [-4.991, 8.952, -2.782], [-3.637, 9.342, -3.032], [-7.031, 7.599, -2.974], [-7.436, 7.992, -1.655], [-3.637, 4.866, -2.212], [-3.565, 5.692, -3.768], [-2.842, 6.443, -2.327], [-3.299, 8.982, -4.004], [-2.989, 8.956, -2.244], [-3.599, 10.428, -3.021], [-6.670, 7.764, -0.915], [-8.342, 7.443, -1.410], [-7.647, 9.060, -1.646], [2.069, -3.406, -1.836], [1.086, -3.544, -2.857], [-0.455, -3.593, -2.433], [-0.790, -2.755, -1.283], [-0.793, -5.136, -2.264], [-0.367, -5.823, -1.083], [-1.194, -3.224, -3.760], [-1.086, -4.071, -4.920], [2.968, -2.990, -2.286], [1.709, -2.733, -1.054], [2.309, -4.379, -1.406], [-0.381, -5.161, -0.216], [0.636, -6.226, -1.231], [-1.055, -6.646, -0.914], [-0.144, -4.616, -4.932], [-1.141, -3.434, -5.798], [-1.916, -4.774, -4.929]], "e_homo_ev": -11.42, "homo_lumo_gap_ev": 6.73, "charge": 1}

Record 2
{"formula": "C20H25HfN4PS2", "method": "wB97M-V/def2-TZVPD", "species": ["Hf", "N", "P", "C", "C", "C", "C", "C", "C", "C", "C", "C", "C", "C", "C", "C", "C", "C", "C", "C", "N", "H", "H", "H", "H", "H", "H", "H", "H", "H", "H", "H", "H", "H", "H", "H", "N", "C", "N", "S", "H", "H", "H", "H", "C", "S", "C", "H", "H", "H", "H", "H", "H"], "xyz": [[0.813, 0.280, 0.431], [-2.429, -0.534, 0.743], [-1.728, 0.716, -0.124], [-3.034, 1.837, -0.506], [-3.781, 2.367, 0.559], [-4.835, 3.213, 0.272], [-5.115, 3.555, -1.049], [-4.364, 3.035, -2.098], [-3.302, 2.189, -1.835], [-0.828, 0.179, -1.583], [-1.064, -0.852, -2.490], [-0.313, -0.904, -3.662], [0.643, 0.070, -3.944], [0.886, 1.119, -3.056], [0.166, 1.158, -1.867], [-1.689, -1.426, 1.474], [-2.337, -2.384, 2.255], [-1.597, -3.287, 2.972], [-0.192, -3.241, 2.879], [0.388, -2.297, 2.101], [-0.322, -1.336, 1.387], [-3.438, -0.537, 0.861], [-3.548, 2.131, 1.592], [-5.431, 3.622, 1.077], [-5.918, 4.250, -1.260], [-4.609, 3.290, -3.120], [-2.715, 1.793, -2.654], [-1.838, -1.586, -2.300], [-0.499, -1.691, -4.382], [1.185, 0.026, -4.881], [1.580, 1.909, -3.314], [0.201, 2.089, -1.267], [-3.419, -2.396, 2.280], [-2.086, -4.031, 3.588], [0.427, -3.955, 3.405], [1.459, -2.273, 1.991], [4.446, -0.836, -1.628], [3.691, -1.764, -1.072], [4.180, -2.932, -0.728], [1.948, -1.544, -0.865], [5.416, -1.013, -1.867], [4.036, -0.001, -2.015], [5.133, -3.204, -0.948], [3.585, -3.649, -0.335], [4.326, 0.416, 1.916], [2.577, 0.216, 2.366], [2.366, 1.546, 3.599], [4.524, 1.426, 1.566], [4.583, -0.323, 1.163], [4.887, 0.213, 2.827], [2.931, 1.247, 4.481], [1.312, 1.622, 3.864], [2.740, 2.486, 3.202]], "e_homo_ev": -19.79, "homo_lumo_gap_ev": 5.84, "charge": 4, "relative_energy_kcal_mol": 0.0}

Record 3
{"formula": "C11H18N4", "method": "wB97M-V/def2-TZVPD", "species": ["C", "C", "C", "C", "C", "N", "C", "C", "C", "N", "N", "C", "C", "N", "C", "H", "H", "H", "H", "H", "H", "H", "H", "H", "H", "H", "H", "H", "H", "H", "H", "H", "H"], "xyz": [[-1.775, 1.127, -2.030], [-0.619, 1.624, -1.250], [0.226, 0.473, -0.765], [1.230, -0.268, -1.346], [1.809, -0.094, -2.724], [1.731, -1.077, -0.353], [2.765, -1.974, -0.601], [1.024, -0.922, 0.770], [1.271, -1.598, 2.076], [0.110, 0.090, 0.534], [-0.873, 0.468, 1.360], [-1.086, 1.565, 2.099], [-2.298, 1.501, 2.684], [-3.005, 0.524, 2.188], [-2.405, -0.350, 1.456], [-2.501, 1.897, -2.107], [-2.146, 0.363, -1.423], [-1.562, 0.718, -2.987], [-0.895, 2.243, -0.411], [-0.004, 2.454, -1.812], [1.324, 0.774, -3.338], [2.961, -0.139, -2.629], [1.532, -1.052, -3.239], [2.527, -2.310, -1.767], [3.801, -1.555, -0.759], [2.797, -2.814, 0.207], [0.274, -1.770, 2.563], [1.572, -2.568, 1.826], [2.025, -1.034, 2.693], [-0.380, 2.337, 2.248], [-2.832, 2.134, 3.395], [-3.912, 0.431, 2.567], [-2.686, -1.198, 0.875]], "e_homo_ev": -16.09, "homo_lumo_gap_ev": 8.27, "charge": 2, "smiles": "CCc1c(C)n(C)c(C)[n+]1-[n+]1cc[nH]c1", "relative_energy_kcal_mol": 73.9}

Record 4
{"formula": "C5H14", "method": "wB97M-V/def2-TZVPD", "species": ["C", "C", "C", "H", "H", "H", "H", "H", "H", "H", "H", "C", "C", "H", "H", "H", "H", "H", "H"], "xyz": [[-0.577, -1.157, 0.239], [-1.128, -1.122, 1.598], [-0.978, -2.285, -0.634], [-0.646, -0.203, -0.310], [0.596, -1.230, 0.322], [-2.209, -1.383, 1.566], [-0.296, -2.428, -1.470], [-1.087, -3.242, -0.114], [-0.914, -0.243, 2.182], [-0.776, -1.975, 2.235], [-1.960, -2.012, -1.095], [1.773, 1.614, -0.658], [0.849, 2.810, -0.519], [2.642, 1.586, -0.014], [1.261, 0.640, -0.540], [2.141, 1.509, -1.695], [1.397, 3.671, -0.162], [0.312, 2.988, -1.441], [0.063, 2.631, 0.243]], "spin_multiplicity": 2, "e_homo_ev": [-15.24, -15.00], "s_squared": 0.7531, "homo_lumo_gap_ev": [12.12, 4.14], "charge": 1, "relative_energy_kcal_mol": 8.3}

Record 5
{"formula": "C14H22CoF6O5PSe", "method": "wB97M-V/def2-TZVPD", "species": ["Co", "C", "O", "C", "C", "O", "C", "H", "H", "H", "H", "H", "H", "H", "H", "H", "H", "C", "C", "C", "O", "C", "O", "O", "H", "H", "H", "H", "H", "H", "H", "Se", "C", "C", "C", "C", "C", "C", "H", "H", "H", "H", "H", "F", "P", "F", "F", "F", "F", "F"], "xyz": [[0.451, 0.007, -0.566], [2.045, -0.303, 2.167], [1.395, -0.989, 1.080], [2.207, -2.012, 0.469], [3.179, -1.371, -0.479], [2.440, -0.447, -1.276], [2.838, -0.405, -2.663], [3.020, 0.078, 1.865], [2.155, -0.986, 3.005], [1.417, 0.530, 2.454], [1.518, -2.645, -0.078], [2.724, -2.595, 1.228], [3.635, -2.145, -1.093], [3.966, -0.828, 0.040], [2.548, -1.326, -3.167], [3.916, -0.268, -2.734], [2.335, 0.439, -3.115], [-0.504, -0.483, -4.684], [-0.851, -0.467, -3.216], [-2.336, -0.266, -2.962], [-0.061, 0.550, -2.515], [-0.457, -1.769, -2.551], [-0.476, -2.820, -3.139], [-0.161, -1.605, -1.255], [-0.884, 0.419, -5.172], [-0.949, -1.356, -5.157], [0.578, -0.523, -4.819], [-2.685, 0.668, -3.417], [-2.551, -0.220, -1.892], [-2.895, -1.090, -3.403], [-0.534, 1.400, -2.526], [-1.578, -0.788, 1.108], [-1.567, -0.253, 2.852], [-2.241, -1.088, 3.781], [-2.353, -0.684, 5.086], [-1.806, 0.540, 5.487], [-1.130, 1.363, 4.581], [-0.998, 0.978, 3.269], [-2.665, -2.029, 3.456], [-2.881, -1.304, 5.801], [-1.916, 0.859, 6.517], [-0.729, 2.316, 4.900], [-0.508, 1.625, 2.562], [0.252, 1.767, 0.171], [-1.020, 3.149, 0.017], [0.085, 3.869, -0.836], [-1.530, 2.377, -1.307], [-1.993, 2.182, 0.862], [-2.075, 4.287, -0.097], [-0.374, 3.661, 1.366]], "spin_multiplicity": 2, "e_homo_ev": [-12.24, -13.07], "s_squared": 0.7771, "homo_lumo_gap_ev": [5.80, 6.90], "charge": 1, "relative_energy_kcal_mol": 27.3}

Record 6
{"formula": "C3H5BrF2", "method": "wB97M-V/def2-TZVPD", "species": ["C", "C", "C", "F", "F", "Br", "H", "H", "H", "H", "H"], "xyz": [[-0.265, -0.828, -0.357], [0.200, 1.987, 0.314], [0.991, 0.120, -0.231], [-1.389, -0.115, 0.019], [1.571, 0.133, -1.470], [0.260, 1.468, 2.217], [-0.280, -1.144, -1.456], [-0.304, -1.730, 0.403], [1.095, 2.536, 0.142], [-0.688, 2.134, -0.223], [1.791, -0.070, 0.534]], "e_homo_ev": -9.41, "homo_lumo_gap_ev": 10.19, "charge": 0, "relative_energy_kcal_mol": 63.2}